(1)
Here is C28H48Cl15N3S as an isolated structure from OMol25. Energies are from the ωB97M-V functional and the def2-TZVPD basis.

Element x y z (Å)
Cl (6.521, 2.352, 1.136)
Cl (-0.445, 1.171, -1.049)
Cl (-4.701, -8.742, 7.792)
Cl (-1.431, 8.489, 1.521)
Cl (-2.726, -7.372, 5.370)
Cl (-1.631, -0.292, -7.007)
Cl (10.104, 2.664, -1.606)
Cl (8.857, 5.200, -3.518)
Cl (-4.461, -8.750, 2.332)
Cl (-1.766, -8.424, 0.269)
Cl (-0.614, 9.518, 4.669)
Cl (-2.616, 0.710, -3.896)
Cl (1.618, 4.298, -1.393)
Cl (5.030, 2.630, -1.926)
Cl (0.641, 5.289, 1.725)
S (-1.837, -5.431, 1.135)
N (-5.446, 0.312, -2.066)
N (-1.781, -3.776, 1.464)
N (-0.776, -5.691, -0.149)
C (0.509, 9.056, 3.366)
C (-0.009, 9.449, 2.001)
C (-3.446, -1.249, 0.083)
C (-3.230, 0.338, -6.538)
C (0.020, 4.922, -0.917)
C (0.431, -1.464, -0.579)
C (-3.135, 1.392, -5.458)
C (9.627, 2.580, -3.321)
C (-1.168, -0.841, 1.464)
C (0.688, -3.935, -1.467)
C (5.935, 3.893, -1.051)
C (-5.030, -0.970, 0.111)
C (9.914, 3.870, -4.056)
C (-0.274, -4.422, -0.425)
C (-2.741, -0.586, 1.326)
C (3.316, 0.745, 0.227)
C (-1.838, -9.323, 1.805)
C (1.041, -2.506, -1.525)
C (0.115, 5.974, 0.165)
C (-4.504, -7.317, 5.462)
C (0.941, 0.015, -0.769)
C (-0.550, -1.869, 0.463)
C (-0.850, -3.361, 0.486)
C (-5.454, 0.383, -0.595)
C (-4.999, -7.235, 6.889)
C (-3.190, -9.962, 2.030)
C (7.083, 3.323, -0.249)
C (1.799, 0.355, 0.559)
H (1.136, -4.669, -2.195)
H (-4.895, -8.196, 4.952)
H (9.735, 3.735, -5.124)
H (-4.557, 0.610, -2.461)
H (-2.873, 0.541, 1.251)
H (-0.984, -1.265, 2.501)
H (3.425, 1.680, -0.390)
H (-4.524, -6.417, 7.431)
H (7.688, 4.134, 0.159)
H (-6.534, 0.575, -0.289)
H (8.569, 2.321, -3.365)
H (0.811, 6.767, -0.107)
H (-0.634, 0.145, 1.406)
H (-0.284, 10.502, 1.964)
H (3.814, 0.893, 1.237)
H (-0.431, 5.353, -1.812)
H (1.452, 9.568, 3.565)
H (-4.822, -6.432, 4.908)
H (-1.582, -8.634, 2.611)
H (-3.355, -2.376, 0.052)
H (-0.592, 4.077, -0.601)
H (-3.496, -10.566, 1.176)
H (7.727, 2.695, -0.863)
H (6.318, 4.585, -1.803)
H (-0.864, 6.424, 0.333)
H (-4.114, 1.845, -5.295)
H (-5.474, -1.807, -0.521)
H (3.871, -0.119, -0.258)
H (5.231, 4.434, -0.418)
H (1.783, -2.177, -2.307)
H (-2.435, 2.182, -5.730)
H (-3.846, -0.504, -6.222)
H (1.304, 1.142, 1.196)
H (10.949, 4.185, -3.922)
H (1.648, 0.129, -1.637)
H (-4.852, 1.226, -0.162)
H (-3.225, -0.873, 2.307)
H (1.876, -0.570, 1.211)
H (-2.983, -0.853, -0.862)
H (-1.068, -10.093, 1.758)
H (-5.470, -1.100, 1.139)
H (0.761, 9.272, 1.248)
H (10.196, 1.764, -3.767)
H (-3.152, -10.608, 2.908)
H (-5.719, -0.616, -2.393)
H (-3.677, 0.768, -7.435)
H (0.684, 7.982, 3.434)
H (-6.077, -7.069, 6.897)

**Frontier orbital gap**: 7.59 eV

Atomic partial charges in e from the Mulliken method, atoms 1 to 2:
1 Cl -0.186
2 Cl -0.129

(2)
Here is C28H48Cl2OP2Pm as an isolated structure from OMol25. Energies are from the ωB97M-V functional and the def2-TZVPD basis.

Element x y z (Å)
Pm (-1.532, -0.382, 0.265)
Cl (-1.291, -2.753, -0.113)
Cl (-1.965, 1.980, 0.108)
P (-4.574, -1.007, 1.807)
P (0.473, 0.017, -0.956)
O (-3.731, -0.139, 0.824)
C (3.475, -2.879, -1.784)
C (-0.995, 1.349, -4.687)
C (0.031, 0.145, 5.487)
C (3.254, 3.663, 0.293)
C (-0.763, 1.324, -3.170)
C (3.187, -2.695, 0.721)
C (1.693, -1.379, -0.828)
C (1.502, 1.929, 0.880)
C (-0.793, -1.169, -4.772)
C (0.103, 0.115, -2.778)
C (-0.324, 1.492, 5.588)
C (2.429, -1.376, 0.523)
C (-0.548, -1.195, -3.258)
C (-0.983, 1.501, 3.259)
C (-0.114, -0.519, 4.273)
C (3.077, 3.338, -1.196)
C (1.967, 3.377, 1.078)
C (2.607, 1.889, -1.402)
C (2.698, -1.565, -1.978)
C (4.181, -2.929, -0.424)
C (1.310, 1.636, -0.616)
C (-5.834, -1.851, 0.734)
C (-0.827, 2.165, 4.469)
C (-0.627, 0.143, 3.136)
C (-3.490, -2.210, 2.715)
C (-0.737, -0.639, 1.910)
C (-1.633, 0.047, -5.181)
C (-5.370, 0.216, 2.957)
H (4.015, 3.506, -1.739)
H (-4.123, -2.816, 3.395)
H (0.423, -0.383, 6.352)
H (-1.763, 0.072, -6.270)
H (4.691, -3.891, -0.297)
H (-0.031, 1.497, -5.196)
H (-2.637, -0.044, -4.744)
H (2.462, -3.520, 0.754)
H (2.185, -1.594, -2.944)
H (4.069, 3.046, 0.700)
H (0.062, -2.060, -2.978)
H (3.146, -0.545, 0.549)
H (1.019, -2.248, -0.824)
H (-2.986, -2.889, 2.005)
H (0.547, 2.346, -0.961)
H (4.956, -2.150, -0.390)
H (-6.030, -0.323, 3.667)
H (3.402, -0.724, -2.011)
H (2.769, -3.718, -1.856)
H (3.556, 4.709, 0.418)
H (2.241, 1.247, 1.315)
H (2.465, 1.691, -2.470)
H (2.330, 4.019, -1.629)
H (-6.427, -1.090, 0.186)
H (-1.627, 2.207, -4.948)
H (-1.102, 3.213, 4.546)
H (-2.749, -1.664, 3.328)
H (1.171, 4.053, 0.734)
H (-5.974, 0.938, 2.368)
H (0.174, -1.135, -5.294)
H (0.166, -1.566, 4.185)
H (-1.287, -2.098, -5.082)
H (-0.240, -1.617, 2.015)
H (3.710, -2.685, 1.685)
H (-0.282, 2.257, -2.860)
H (4.202, -3.002, -2.596)
H (1.075, 0.223, -3.280)
H (-1.502, -1.330, -2.731)
H (-1.721, 1.279, -2.639)
H (3.389, 1.204, -1.049)
H (-6.510, -2.460, 1.369)
H (-5.317, -2.511, 0.008)
H (0.557, 1.763, 1.399)
H (-0.210, 2.015, 6.533)
H (1.721, -1.216, 1.343)
H (2.117, 3.576, 2.146)
H (-1.370, 2.017, 2.386)
H (-4.585, 0.761, 3.519)

**Frontier orbital gap (alpha / beta)**: 5.09 / 5.24 eV
**Spin multiplicity**: 5
**Total charge**: -1

Atomic partial charges in e from the Mulliken method, atoms 1 to 2:
1 Pm 0.453
2 Cl -0.581

The F_max results, record by record, are as follows: 5.160 9.658 eV/Å.